The following is a DFT calculation (ωB97M-V with the def2-TZVPD basis set) of a molecular structure, C14H38AgN3O7.

Each line ends with the Löwdin spin population.
Geometry (Å):
1 Ag -14.04062 27.26509 10.65216  0.55
2 C -15.40083 23.35755 12.30482  0.00
3 C -14.79167 24.68639 11.88927  0.00
4 O -15.58422 25.64492 11.64858  0.00
5 O -13.54995 24.75673 11.76280  0.00
6 H -16.43712 23.28660 11.97356  0.00
7 H -15.39233 23.24697 13.39308  0.00
8 H -14.82389 22.53016 11.89021  0.00
9 O -11.97021 26.73215 10.13415  0.10
10 H -11.25861 27.32344 10.40379  0.00
11 O -15.74179 28.64332 10.62492  0.20
12 H -15.52179 29.05334 9.77647  0.00
13 C -11.07468 28.60983 12.90820  0.00
14 C -12.06770 27.51276 13.24659  0.00
15 C -12.04196 27.13430 14.71378  0.00
16 O -12.94248 26.08468 14.98236  0.00
17 C -12.45910 24.79919 14.64683  0.00
18 N -13.43266 27.90454 12.81816  0.07
19 H -10.06888 28.30296 13.19431  0.00
20 H -11.31271 29.51909 13.48240  0.00
21 H -11.17501 28.84660 11.85221  0.00
22 H -11.80682 26.66576 12.60168  0.00
23 H -12.37171 27.97874 15.33584  0.00
24 H -11.01950 26.90841 15.05575  0.00
25 H -13.01760 24.09162 15.26160  0.00
26 H -11.39149 24.71257 14.88111  0.00
27 H -12.63403 24.58765 13.58622  0.00
28 H -13.66337 28.85381 13.10128  0.00
29 H -14.04582 27.28502 13.35075  0.00
30 C -11.14968 30.71041 8.83734  0.00
31 C -12.57298 31.07763 9.22089  0.00
32 C -13.48203 31.23801 8.04336  0.00
33 O -14.66743 31.92069 8.42871  0.00
34 C -15.00083 32.97607 7.57952  0.00
35 N -13.11302 30.07739 10.18238  0.00
36 H -11.14008 29.74471 8.31596  0.00
37 H -10.45292 30.61591 9.66842  0.00
38 H -10.73160 31.43363 8.12680  0.00
39 H -12.53055 32.03441 9.76891  0.00
40 H -13.75413 30.26186 7.62680  0.00
41 H -12.95299 31.79922 7.26306  0.00
42 H -15.13849 32.62798 6.54365  0.00
43 H -14.23867 33.76300 7.61124  0.00
44 H -15.96875 33.36634 7.89262  0.00
45 H -14.09652 30.28280 10.35360  0.00
46 H -12.62746 30.21656 11.06024  0.00
47 C -13.09709 27.35874 7.09487  0.00
48 C -14.58025 27.35308 7.35706  0.00
49 C -15.36785 26.79142 6.19039  0.00
50 O -16.73582 26.76805 6.55812  0.00
51 C -17.52139 26.07419 5.63436  0.00
52 N -14.84182 26.61664 8.60957  0.07
53 H -12.87711 27.66589 6.06125  0.00
54 H -12.68199 26.36164 7.23881  0.00
55 H -12.57806 28.05813 7.74435  0.00
56 H -14.96801 28.36216 7.54236  0.00
57 H -15.04802 25.75360 6.00470  0.00
58 H -15.24604 27.44316 5.31591  0.00
59 H -18.56238 26.20022 5.91955  0.00
60 H -17.30739 24.98983 5.66414  0.00
61 H -17.32460 26.40758 4.60752  0.00
62 H -15.83190 26.38024 8.64414  0.00
63 H -14.38082 25.70658 8.52945  0.00

Properties
Energy relative to the best compared isomer or geometry (same formula, charge and spin), eV: 0.301
Kohn-Sham gap (alpha / beta), eV: 6.948 / 6.683
Multiplicity: 2
Maximum force, eV/Å: 1.933
Molar mass, g/mol: 468.340
E, eV: -37934.53075
Total charge: -1

The following is a DFT calculation (ωB97M-V with the def2-TZVPD basis set) of C2H2N2O4 in the gas phase.

Each line ends with the Löwdin charge.
Geometry (Å):
1 O 1.62383 1.36815 0.87244  0.14
2 C 0.91993 0.46127 0.52063  -0.37
3 N 0.23113 -0.63134 1.10449  0.21
4 C -0.65420 -1.04570 0.30583  -0.51
5 O -1.49892 -1.92036 0.72034  0.16
6 O -0.70728 -0.49803 -0.98477  0.02
7 N 0.53783 0.41551 -1.06699  0.02
8 O 0.03518 1.70411 -1.22112  -0.03
9 H -2.23681 -2.16989 0.00491  0.22
10 H -0.36269 1.95630 -0.32130  0.14

Properties
Energy relative to the best compared isomer or geometry (same formula, charge and spin), eV: 2.398
SMILES string: O=c1nc(O)on1O
Kohn-Sham gap, eV: 10.539
Maximum force, eV/Å: 4.618
Molar mass, g/mol: 118.048
E, eV: -13272.77799
Total charge: 0

The following is a DFT calculation (ωB97M-V with the def2-TZVPD basis set) of a molecular structure, C27H23BCuNO4P.

Each line ends with the Löwdin charge.
Geometry (Å):
1 Cu -0.02440 -1.81672 -1.81391  0.39
2 C 3.00450 4.64869 0.83312  -0.10
3 C 3.69884 3.58026 0.29335  -0.10
4 C 3.02520 2.42418 -0.05924  -0.11
5 C 1.65158 2.32341 0.12517  -0.36
6 C 0.96173 3.39839 0.67410  -0.09
7 C 1.63528 4.55346 1.02263  -0.09
8 P 0.82169 0.75843 -0.42730  1.11
9 C -0.01685 1.48718 -1.89070  -0.37
10 C 0.54262 1.13819 -3.11590  -0.12
11 C -0.06376 1.50920 -4.29954  -0.07
12 C -1.23890 2.23996 -4.26760  -0.09
13 C -1.76428 2.64685 -3.05290  -0.09
14 C -1.15180 2.28876 -1.86425  -0.10
15 C -0.48675 0.69344 0.84648  -0.39
16 C -1.81857 0.41946 0.55591  -0.11
17 C -2.71371 0.15497 1.57637  -0.07
18 C -2.29027 0.15223 2.89312  -0.09
19 C -0.96793 0.43650 3.19351  -0.09
20 C -0.07230 0.70400 2.17744  -0.11
21 H 3.52627 5.55523 1.10760  0.10
22 H 4.76723 3.65063 0.14834  0.10
23 H 3.56277 1.58491 -0.47920  0.10
24 H -0.10448 3.32458 0.83557  0.10
25 H 1.08895 5.38614 1.44261  0.10
26 H 1.45396 0.55863 -3.13510  0.08
27 H 0.36661 1.19682 -5.23783  0.09
28 H -1.74646 2.49307 -5.18776  0.10
29 H -2.66450 3.24477 -3.02913  0.10
30 H -1.56770 2.62795 -0.92551  0.10
31 H -2.15494 0.39321 -0.46825  0.10
32 H -3.73924 -0.08691 1.33793  0.11
33 H -2.98990 -0.07417 3.68382  0.10
34 H -0.63724 0.44766 4.22297  0.10
35 H 0.95976 0.93990 2.40578  0.11
36 O -3.54772 -2.63732 -0.23821  0.03
37 C -2.34162 -2.44609 -0.15706  -0.63
38 O -1.64837 -1.90720 -1.07639  -0.14
39 C -1.64492 -2.83039 1.14580  -0.13
40 C -2.45391 -3.27257 2.18421  -0.03
41 C -1.94215 -3.60817 3.43035  0.01
42 C -0.58489 -3.47858 3.59530  -0.21
43 O 0.17963 -3.72658 4.71681  0.02
44 C 1.51397 -3.52574 4.30855  -0.18
45 O 1.54440 -3.01693 2.99816  0.03
46 C 0.23735 -3.04426 2.55734  -0.19
47 C -0.26605 -2.70795 1.32662  0.06
48 H -3.51267 -3.34588 1.99238  0.11
49 H -2.57562 -3.94737 4.23366  0.11
50 H 2.05349 -4.49079 4.34894  0.14
51 H 2.00931 -2.82303 4.99585  0.13
52 H 0.37134 -2.35934 0.52366  0.09
53 B 1.73000 -1.97226 -5.68522  -0.44
54 C 1.51967 -2.00254 -4.15974  -0.20
55 N 1.26434 -1.97615 -3.02352  0.02
56 H 1.64180 -0.81093 -6.00744  -0.01
57 H 2.79077 -2.43779 -6.00344  -0.01
58 H 0.80885 -2.61539 -6.12829  0.01

Properties
Kohn-Sham gap, eV: 8.255
Maximum force, eV/Å: 2.226
Molar mass, g/mol: 530.816
E, eV: -92659.71432
Total charge: -1

The following is a DFT calculation (ωB97M-V with the def2-TZVPD basis set) of a molecular structure, C14H40Cl2GeN5PtSi3.

Each line ends with the Löwdin spin population.
Geometry (Å):
1 Pt -0.65245 1.28566 -1.61719  1.68
2 C 1.36259 3.98633 -5.99577  0.01
3 N 1.47603 2.94784 -4.93748  0.07
4 C 2.72095 2.17406 -5.00508  0.01
5 C 0.64356 2.92150 -3.91440  0.03
6 N 0.77485 2.28264 -2.77191  0.27
7 N -0.52701 3.67304 -4.05921  0.01
8 C -1.67768 3.52690 -3.43455  0.02
9 N -2.65577 4.42214 -3.80848  0.01
10 N -1.91689 2.60298 -2.56053  0.19
11 H 1.60332 4.92382 -5.49505  0.00
12 H 0.45042 3.88607 -6.49065  0.00
13 H 2.15964 3.71963 -6.67730  0.00
14 H 2.93249 2.00960 -6.05081  0.00
15 H 2.64917 1.18934 -4.42853  0.00
16 H 3.61427 2.63353 -4.51576  0.00
17 H 1.68352 1.82878 -2.72719  0.01
18 H -0.55951 4.27762 -4.88129  0.00
19 H -2.46074 5.18771 -4.40899  0.00
20 H -3.50419 4.43806 -3.27427  0.00
21 H -2.87251 2.63250 -2.17065  0.01
22 Cl 0.15819 -1.91196 -2.06133  0.04
23 C -1.08152 -1.66005 -3.32358  0.01
24 Cl -2.35946 -0.69595 -2.52889  0.14
25 H -1.48885 -2.56481 -3.71076  0.00
26 H -0.66244 -1.19569 -4.20201  0.00
27 C 3.50753 -7.45781 3.36000  0.00
28 Si 1.94251 -7.57823 2.53208  0.00
29 C 1.65129 -7.10408 0.73483  0.00
30 C 0.37495 -7.80546 3.52809  0.00
31 Ge -0.95500 1.34063 0.77192  1.44
32 Si -1.23991 -0.57646 2.44237  0.33
33 C 0.45357 -0.73217 3.15633  0.08
34 C -2.34154 -0.30103 3.91176  0.04
35 C -1.71939 -1.98567 1.43557  0.06
36 Si -0.49574 3.48723 2.47225  0.26
37 C -0.82921 4.59321 1.09493  0.09
38 C -1.94549 3.67461 3.67195  0.03
39 C 1.26616 3.11091 3.06820  0.06
40 H 4.31584 -7.59057 2.59981  0.00
41 H 3.58475 -8.07073 4.25739  0.00
42 H 3.61604 -6.41014 3.75606  0.00
43 H 1.37663 -7.94973 0.13994  0.00
44 H 2.55695 -6.58523 0.28883  0.00
45 H 0.81144 -6.29974 0.70719  0.00
46 H -0.48446 -8.05818 2.91992  0.00
47 H 0.13832 -6.78940 3.84623  0.00
48 H 0.45432 -8.40146 4.43425  0.00
49 H 1.26504 -1.00106 2.45639  0.00
50 H 0.40538 -1.45009 3.94893  0.01
51 H 0.74554 0.25662 3.56527  0.00
52 H -2.08680 0.53400 4.57816  0.00
53 H -2.15266 -1.10463 4.56790  0.01
54 H -3.40400 -0.38641 3.66042  0.00
55 H -1.02933 -2.22595 0.60597  0.00
56 H -2.57740 -1.69728 0.89765  0.00
57 H -2.05913 -2.87554 1.89188  0.01
58 H -1.89155 4.58753 0.94484  0.01
59 H -0.32791 4.41612 0.16196  0.01
60 H -0.70910 5.65620 1.46484  0.02
61 H -2.98763 3.32058 3.30909  0.00
62 H -2.06184 4.78446 3.76549  0.01
63 H -1.70475 3.22082 4.58942  0.00
64 H 1.71540 2.80634 2.10616  0.01
65 H 1.24044 2.22983 3.69728  0.00
66 H 1.77075 3.89666 3.71012  0.01

Properties
Kohn-Sham gap (alpha / beta), eV: 7.513 / 5.847
Multiplicity: 6
Maximum force, eV/Å: 3.722
Molar mass, g/mol: 701.361
E, eV: -131016.32367
Total charge: +4